[1]
{"formula": "C11H23INO2P2Pb", "method": "ωB97M-V with the def2-TZVPD basis set", "lumo_energy_ha": [-0.4860, -0.4318], "energy_ha": -1810.31024, "relative_energy_kj_mol": 181.74, "gap_ev": [4.7, 6.5], "charge": 3, "symbols": ["Pb", "P", "C", "C", "N", "C", "C", "C", "C", "C", "P", "H", "H", "H", "H", "H", "H", "H", "H", "O", "H", "H", "O", "H", "C", "H", "H", "H", "C", "H", "H", "H", "C", "H", "H", "H", "C", "H", "H", "H", "I"], "xyz": [[-0.102202, 0.387455, 1.952540], [2.308623, -0.865630, 1.497965], [2.269455, -0.829025, -0.310931], [1.039196, -1.134440, -0.985260], [-0.154376, -0.737484, -0.386326], [-1.322789, -1.204338, -0.873777], [-1.389776, -2.153018, -1.906163], [-0.212122, -2.490695, -2.582553], [0.992956, -1.976648, -2.143219], [-2.624811, -0.681267, -0.250464], [-2.481461, 1.031866, 0.488517], [1.914972, -2.266417, -2.644257], [-2.355176, -2.577610, -2.166644], [-0.254772, -3.209818, -3.394748], [-3.394521, -0.591798, -1.040546], [-3.022926, -1.350472, 0.543796], [3.096214, 3.500917, -2.677682], [3.184324, -1.186889, -0.821419], [-0.001016, 3.118528, -0.874393], [3.450629, 2.749556, -2.108377], [3.651930, 3.182191, -1.242278], [-0.334664, 2.375548, 0.586081], [-0.189339, 3.358128, 0.036411], [0.490659, 3.956474, 0.427804], [-2.671464, 2.027256, -1.017107], [-3.599047, 1.724076, -1.518205], [-2.767289, 3.089650, -0.755709], [-1.845335, 1.874181, -1.726365], [-4.144571, 1.161608, 1.221599], [-4.180601, 2.127315, 1.736185], [-4.950385, 1.123673, 0.475897], [-4.281893, 0.355867, 1.951282], [2.152027, -2.559268, 2.204573], [3.075013, -3.124429, 2.024789], [1.966533, -2.590771, 3.286807], [1.304579, -3.092103, 1.756778], [3.975015, -0.272079, 1.932119], [4.092876, 0.001862, 2.990489], [4.696949, -1.059448, 1.700145], [4.198249, 0.613374, 1.331004], [-1.579676, -1.805877, 3.281654]], "forces_ev_per_a": [[-1.0, -1.3, 0.8], [1.6, -0.4, -0.7], [-0.5, -2.1, 0.3], [-0.7, -0.3, 0.2], [0.1, -0.4, -0.3], [-0.1, 0.3, 0.8], [0.6, 0.3, -0.2], [-0.8, -0.3, 0.5], [0.6, 0.7, 0.5], [0.6, 0.0, 0.1], [-1.7, -1.3, -1.2], [-0.1, 0.2, 0.2], [0.2, 0.1, -0.1], [0.1, 0.2, 0.0], [0.3, -0.1, 0.4], [0.4, 0.2, -0.5], [0.9, -1.4, 0.9], [-0.2, 0.9, 0.3], [0.4, 0.2, -1.0], [-1.1, 1.8, 0.4], [0.1, -0.4, -1.2], [0.2, 2.7, -1.1], [-0.4, -2.2, 2.1], [-0.1, -0.2, -0.2], [0.4, 0.6, -0.2], [0.2, 0.0, 0.1], [0.0, -0.2, -0.2], [-0.2, 0.1, 0.1], [0.4, 0.4, 0.9], [-0.3, -0.2, 0.1], [0.4, 0.0, -0.1], [0.0, 0.2, 0.0], [-0.7, -0.5, -0.1], [0.0, 0.3, -0.2], [0.1, 0.6, -0.2], [0.2, 0.1, -0.1], [-0.2, 0.6, 0.2], [-0.2, -0.2, -0.2], [-0.1, -0.1, 0.0], [0.0, -0.1, 0.0], [0.8, 1.3, -0.7]], "lowdin_charge": [0.75, 0.78, -0.12, -0.31, -0.02, -0.30, 0.06, 0.03, 0.05, -0.29, 0.76, 0.14, 0.15, 0.15, 0.12, 0.07, 0.08, 0.12, 0.15, -0.11, 0.04, 0.06, 0.18, 0.20, -0.24, 0.08, 0.07, 0.06, -0.21, 0.07, 0.09, 0.06, -0.21, 0.08, 0.07, 0.05, -0.20, 0.08, 0.08, 0.06, 0.30]}

***

[2]
{"formula": "C28H65Br10O12P3", "method": "ωB97M-V with the def2-TZVPD basis set", "lumo_energy_ha": 0.0055, "energy_ha": -28773.26781, "gap_ev": 10.2, "smiles": "CCOP(=O)(OCC)OCC.CCOP(=O)(OCC)OCC.CCOP(=O)(OCC)OCC.BrCCBr.BrCCBr.BrCCBr.BrCCBr.BrCCBr", "charge": 0, "symbols": ["Br", "C", "C", "Br", "H", "H", "H", "H", "Br", "C", "C", "Br", "H", "H", "H", "H", "Br", "C", "C", "Br", "H", "H", "H", "H", "Br", "C", "C", "Br", "H", "H", "H", "H", "Br", "C", "C", "Br", "H", "H", "H", "H", "C", "C", "O", "P", "O", "O", "C", "C", "O", "C", "C", "H", "H", "H", "H", "H", "H", "H", "H", "H", "H", "H", "H", "H", "H", "H", "C", "C", "O", "P", "O", "O", "C", "C", "O", "C", "C", "H", "H", "H", "H", "H", "H", "H", "H", "H", "H", "H", "H", "H", "H", "H", "C", "C", "O", "P", "O", "O", "C", "C", "O", "C", "C", "H", "H", "H", "H", "H", "H", "H", "H", "H", "H", "H", "H", "H", "H", "H"], "xyz": [[2.390052, 1.772497, -5.111418], [1.440818, 0.203921, -5.632892], [0.067626, 0.541385, -6.175541], [0.145834, 1.464403, -7.828473], [1.308618, -0.359288, -4.718985], [2.095831, -0.331574, -6.314406], [-0.490218, 1.115993, -5.440956], [-0.449886, -0.395291, -6.384059], [1.270730, 3.742974, 3.542783], [-0.237332, 3.219434, 2.474258], [-0.225460, 1.670804, 2.290807], [-1.821184, 1.016858, 1.266799], [-0.157535, 3.725538, 1.516085], [-1.122145, 3.553927, 2.990807], [-0.278129, 1.116736, 3.221403], [0.662693, 1.369127, 1.736325], [3.124126, -2.749696, -3.429386], [4.636432, -1.959890, -4.285920], [5.400380, -2.914207, -5.203545], [4.460860, -3.453713, -6.728347], [5.363693, -1.665256, -3.529470], [4.224014, -1.079653, -4.782858], [5.742618, -3.757693, -4.610908], [6.277636, -2.386950, -5.576624], [-1.167220, -1.908313, 4.490184], [-1.335172, -3.470155, 3.453761], [-0.420116, -4.592481, 3.998825], [-0.775092, -5.055094, 5.733681], [-0.969488, -3.381652, 2.439274], [-2.391704, -3.725449, 3.407101], [0.605183, -4.253297, 3.852744], [-0.535210, -5.426733, 3.298483], [0.716654, 0.205422, -1.929327], [0.878505, -1.298285, -0.725791], [0.094483, -2.464122, -1.389155], [0.050008, -4.090726, -0.110118], [0.377933, -1.004492, 0.191610], [1.933481, -1.466347, -0.566876], [0.549587, -2.882469, -2.274470], [-0.950146, -2.213886, -1.545072], [-3.684183, -1.811891, 0.193126], [-4.402174, -3.022052, 0.767965], [-3.555817, -4.144151, 0.663579], [-4.240178, -5.572995, 0.685064], [-5.724486, -5.526801, 0.559297], [-3.743242, -6.152547, 2.119537], [-4.616716, -6.977427, 2.893590], [-3.891467, -7.440668, 4.143351], [-3.361659, -6.412058, -0.325595], [-3.419082, -5.958875, -1.636736], [-2.615533, -6.952984, -2.499645], [-3.486458, -1.903641, -0.878153], [-4.308083, -0.910226, 0.302525], [-2.734117, -1.667206, 0.702086], [-4.660444, -2.828759, 1.821925], [-5.344730, -3.260221, 0.287238], [-5.475500, -6.338548, 3.140270], [-5.003438, -7.832165, 2.336591], [-3.508930, -6.677465, 4.820461], [-4.677899, -8.021289, 4.644119], [-3.098498, -8.145364, 3.894682], [-4.454657, -5.837292, -2.003060], [-2.965996, -4.953517, -1.631187], [-1.658640, -7.210751, -2.019318], [-3.209833, -7.878053, -2.554732], [-2.423172, -6.607254, -3.521980], [4.913919, 0.334041, 7.192962], [4.397634, 1.072358, 5.930723], [5.398699, 0.970255, 4.954088], [5.116150, 1.475175, 3.467375], [6.291512, 1.303118, 2.626863], [3.790263, 0.682493, 3.060500], [3.841519, -0.692190, 3.010794], [2.411918, -1.253324, 3.392818], [4.520250, 2.928383, 3.593759], [5.344840, 4.040803, 3.646689], [5.847081, 4.347321, 5.059018], [5.853342, 0.773091, 7.543740], [4.158238, 0.456142, 7.981352], [5.125588, -0.724253, 7.031829], [3.476116, 0.578998, 5.605873], [4.177270, 2.134599, 6.050656], [4.163656, -1.020269, 2.018353], [4.557516, -1.043416, 3.759177], [2.092961, -1.052690, 4.425079], [1.618939, -0.881223, 2.722655], [2.431578, -2.340590, 3.248043], [6.187470, 3.922945, 2.958947], [4.721261, 4.853431, 3.254360], [6.374747, 5.311561, 5.099210], [4.967444, 4.403132, 5.709041], [6.511965, 3.554367, 5.426728], [-2.262614, 6.188795, -0.237432], [-1.889954, 6.919131, -1.510458], [-1.781358, 6.045270, -2.594060], [-3.060528, 5.764264, -3.542026], [-4.308295, 5.581291, -2.787844], [-3.066736, 6.998312, -4.595765], [-2.434635, 6.918220, -5.843587], [-2.157674, 8.386153, -6.298625], [-2.501517, 4.600081, -4.480251], [-2.654996, 3.267356, -3.990264], [-1.392685, 2.778799, -3.306648], [-2.362177, 6.922694, 0.587618], [-3.189405, 5.618455, -0.326129], [-1.460687, 5.496835, 0.051522], [-2.649665, 7.660365, -1.767970], [-0.938012, 7.444225, -1.392681], [-1.490197, 6.382192, -5.780440], [-3.081716, 6.408034, -6.572002], [-1.530432, 8.974898, -5.610653], [-1.570763, 8.282112, -7.209927], [-3.046322, 8.961846, -6.546554], [-3.551255, 3.241044, -3.364883], [-2.808768, 2.658542, -4.879166], [-1.536133, 1.728318, -3.006998], [-0.497342, 2.912811, -3.902718], [-1.294869, 3.337557, -2.378063]], "forces_ev_per_a": [[0.5, 0.6, 0.3], [-0.4, -0.2, 0.0], [0.3, -0.9, 0.4], [-0.1, 0.5, -0.7], [0.0, -0.3, 0.1], [-0.3, -0.1, -0.2], [0.0, 0.1, -0.1], [-0.1, 0.1, 0.1], [0.3, 0.0, 0.1], [-0.4, -1.4, -0.5], [-0.2, 0.8, -0.2], [0.8, 0.5, 0.4], [0.0, -0.1, 0.0], [-0.2, 0.0, 0.1], [0.0, 0.2, 0.1], [-0.2, 0.0, -0.1], [-0.3, -0.4, 0.3], [0.7, 0.2, -0.6], [0.4, 1.0, 1.1], [-0.7, -0.5, -0.9], [-0.3, 0.2, 0.2], [0.4, -0.1, -0.1], [-0.1, -0.3, -0.2], [0.0, 0.0, 0.1], [0.1, 1.1, 0.2], [0.4, -1.8, -0.2], [-0.3, 1.0, -2.8], [-0.2, -0.8, 1.9], [-0.1, 0.8, -0.3], [0.1, -0.2, 0.2], [0.1, 0.0, 0.5], [-0.2, -0.2, 0.4], [0.1, 0.3, -0.1], [-1.1, -0.9, -0.5], [0.6, -0.4, 1.6], [0.1, 1.2, -0.9], [0.1, 0.0, 0.1], [0.1, -0.3, -0.1], [0.1, 0.2, -0.1], [0.1, 0.0, 0.0], [-0.4, 0.1, -0.2], [-0.6, 1.3, 0.4], [0.5, -0.8, -0.3], [-1.0, -0.4, 2.4], [1.6, -0.3, -0.4], [0.2, 0.3, -1.8], [-0.3, 0.8, 0.7], [-0.8, -0.8, -0.3], [-0.7, -0.4, 1.7], [0.9, 0.8, -2.3], [-0.5, -0.2, 0.3], [0.0, -0.2, 0.0], [0.2, -0.3, 0.2], [0.0, 0.1, 0.1], [0.3, -0.1, -0.1], [-0.1, 0.2, -0.3], [0.0, -0.3, 0.1], [0.2, 0.0, -0.2], [-0.1, 0.2, -0.3], [0.4, 0.0, 0.4], [0.1, 0.1, 0.0], [0.3, -0.3, 0.2], [0.0, -0.2, -0.4], [-0.3, 0.3, -0.1], [0.3, 0.2, -0.1], [-0.1, 0.1, 0.3], [-0.3, 1.1, -0.1], [-0.2, -0.9, 1.2], [0.7, -0.1, -1.1], [-0.2, -0.5, 0.3], [0.1, 0.0, -0.2], [0.2, 2.5, -0.1], [-1.5, -2.1, 0.8], [0.8, -0.1, -0.8], [-1.0, -1.6, 0.1], [1.2, 1.9, -0.2], [-0.4, -0.1, -0.1], [-0.2, 0.1, -0.1], [0.3, -0.2, -0.1], [-0.3, 0.1, -0.3], [0.0, 0.1, -0.2], [-0.1, -0.1, 0.6], [-0.1, -0.1, 0.1], [0.1, -0.3, -0.2], [0.4, 0.1, -0.3], [0.4, 0.1, 0.2], [0.0, 0.1, 0.1], [0.0, -0.1, 0.0], [0.2, 0.0, 0.2], [-0.2, -0.3, -0.1], [0.2, 0.1, 0.1], [-0.1, 0.2, -0.1], [0.3, 0.2, 0.7], [-0.7, 0.8, 0.8], [-0.1, -1.2, -1.6], [0.9, 1.2, -0.5], [0.5, 0.0, -0.5], [-0.8, -1.3, 2.0], [0.5, 1.7, -1.0], [0.5, -0.9, -0.3], [-0.5, 0.8, 0.6], [0.3, -0.8, -0.6], [-0.9, 0.0, 1.0], [0.0, -0.4, -0.4], [0.0, 0.2, -0.1], [-0.1, 0.1, -0.1], [0.0, 0.2, 0.3], [0.0, -0.1, -0.1], [0.0, -0.1, 0.0], [0.1, 0.1, 0.2], [-0.4, -0.5, 0.1], [0.0, 0.2, -0.2], [-0.2, -0.2, 0.2], [0.2, -0.3, 0.1], [-0.3, 0.0, -0.1], [0.2, 0.3, -0.3], [0.1, 0.0, -0.2], [0.4, 0.0, 0.1]], "lowdin_charge": [0.63, -0.74, -0.74, 0.66, -0.02, 0.05, 0.03, 0.06, 0.69, -0.69, -0.63, 0.61, 0.04, 0.05, 0.02, 0.04, 0.69, -0.70, -0.76, 0.67, 0.07, 0.03, 0.06, 0.06, 0.68, -0.75, -0.81, 0.71, -0.01, 0.05, 0.05, 0.07, 0.70, -0.67, -0.57, 0.58, 0.01, 0.04, -0.01, 0.04, -0.09, -0.28, -0.20, 0.43, -0.23, -0.19, -0.28, -0.07, -0.17, -0.31, -0.06, 0.08, 0.08, 0.02, 0.13, 0.11, 0.12, 0.12, 0.05, 0.08, 0.08, 0.13, 0.10, 0.08, 0.08, 0.08, -0.05, -0.27, -0.19, 0.39, -0.20, -0.19, -0.28, -0.06, -0.22, -0.30, -0.06, 0.07, 0.08, 0.08, 0.11, 0.11, 0.12, 0.11, 0.06, 0.05, 0.07, 0.12, 0.12, 0.08, 0.07, 0.08, -0.07, -0.30, -0.19, 0.46, -0.22, -0.18, -0.28, -0.06, -0.19, -0.25, -0.10, 0.09, 0.07, 0.06, 0.12, 0.12, 0.11, 0.12, 0.08, 0.07, 0.07, 0.12, 0.12, 0.04, 0.06, 0.07]}